1.
{"formula": "C50H108AlAs2Br6F12N8O18", "method": "ωB97M-V/def2-TZVPD", "mol_weight_g_mol": 1993.7, "e_lumo_ev": -8.8, "orbital_gap_ev": 1.92, "total_charge": 1, "symbols": ["Al", "As", "F", "F", "F", "F", "F", "F", "As", "F", "F", "F", "F", "F", "F", "O", "C", "O", "C", "C", "C", "H", "H", "H", "H", "H", "H", "H", "H", "O", "C", "O", "C", "C", "C", "H", "H", "H", "H", "H", "H", "H", "H", "O", "C", "O", "C", "C", "C", "H", "H", "H", "H", "H", "H", "H", "H", "O", "C", "O", "C", "C", "C", "H", "H", "H", "H", "H", "H", "H", "H", "O", "C", "O", "C", "C", "C", "H", "H", "H", "H", "H", "H", "H", "H", "Br", "C", "C", "Br", "H", "H", "H", "H", "Br", "C", "C", "Br", "H", "H", "H", "H", "Br", "C", "C", "Br", "H", "H", "H", "H", "C", "C", "O", "N", "C", "H", "H", "H", "H", "H", "H", "H", "C", "C", "O", "N", "C", "H", "H", "H", "H", "H", "H", "H", "C", "C", "O", "N", "C", "H", "H", "H", "H", "H", "H", "H", "C", "C", "O", "N", "C", "H", "H", "H", "H", "H", "H", "H", "C", "C", "O", "N", "C", "H", "H", "H", "H", "H", "H", "H", "C", "C", "O", "N", "C", "H", "H", "H", "H", "H", "H", "H", "C", "C", "O", "N", "C", "H", "H", "H", "H", "H", "H", "H", "C", "C", "O", "N", "C", "H", "H", "H", "H", "H", "H", "H"], "coordinates": [[0.688, 4.611, -1.515], [-0.279, 0.660, 0.587], [0.035, 1.904, -0.665], [-2.051, 1.038, 0.436], [-0.662, -0.557, 1.900], [1.421, 0.218, 0.841], [-0.131, 1.911, 1.877], [-0.353, -0.610, -0.662], [3.768, 6.842, -1.198], [5.026, 6.497, 0.141], [3.877, 8.556, -0.819], [2.365, 7.199, -2.324], [3.685, 5.114, -1.607], [2.519, 6.469, 0.059], [5.035, 6.984, -2.464], [1.864, 0.687, 6.746], [0.784, 0.772, 7.269], [-0.407, 0.968, 6.703], [-0.585, 1.256, 5.277], [-1.925, 0.652, 4.808], [0.630, 0.544, 8.812], [0.225, 0.799, 4.709], [-0.515, 2.339, 5.177], [-2.215, -0.365, 5.074], [-1.945, 0.697, 3.719], [-2.789, 1.252, 5.093], [0.364, 1.442, 9.370], [1.399, -0.007, 9.352], [-0.287, -0.028, 8.954], [7.141, -5.900, -0.304], [6.238, -6.597, -0.740], [4.872, -6.287, -0.845], [4.414, -5.020, -0.476], [3.985, -5.023, 0.951], [6.460, -8.086, -1.036], [3.597, -4.769, -1.152], [5.188, -4.271, -0.644], [3.096, -5.638, 1.086], [3.661, -4.016, 1.213], [4.728, -5.277, 1.707], [7.485, -8.357, -0.784], [6.140, -8.281, -2.060], [5.831, -8.598, -0.308], [2.559, 2.326, -2.187], [3.415, 1.683, -2.813], [3.349, 0.356, -3.009], [2.251, -0.462, -2.603], [2.797, -1.919, -2.412], [4.774, 2.213, -3.260], [1.447, -0.381, -3.334], [1.710, -0.149, -1.709], [3.533, -1.942, -1.608], [3.288, -2.350, -3.285], [2.032, -2.592, -2.026], [5.553, 1.467, -3.103], [5.028, 3.119, -2.709], [4.690, 2.294, -4.343], [-3.083, -5.342, 1.309], [-2.005, -5.860, 1.588], [-0.789, -5.231, 1.525], [-0.685, -3.878, 1.057], [0.845, -3.500, 0.920], [-1.952, -7.249, 2.205], [-1.078, -3.242, 1.850], [-1.205, -3.714, 0.113], [1.459, -3.567, 1.818], [1.039, -2.481, 0.586], [1.294, -4.150, 0.169], [-3.000, -7.449, 2.428], [-1.316, -7.344, 3.085], [-1.610, -7.924, 1.420], [1.668, -5.272, -3.068], [0.547, -5.266, -2.588], [0.141, -6.042, -1.635], [1.060, -6.917, -1.011], [1.143, -8.302, -1.675], [-0.482, -4.352, -3.138], [0.736, -7.128, 0.008], [2.021, -6.415, -0.901], [1.952, -8.735, -1.086], [1.506, -8.334, -2.703], [0.268, -8.950, -1.622], [-0.267, -4.082, -4.172], [-0.508, -3.456, -2.519], [-1.437, -4.875, -3.094], [-5.072, 2.068, 4.147], [-5.262, 3.640, 5.279], [-6.558, 3.746, 6.144], [-6.696, 5.614, 6.871], [-5.067, 4.447, 4.573], [-4.368, 3.695, 5.900], [-6.527, 2.976, 6.914], [-7.370, 3.495, 5.461], [-3.169, -2.383, -0.973], [-4.684, -2.099, 0.431], [-4.079, -1.626, 1.761], [-5.503, -1.262, 3.103], [-5.256, -3.025, 0.475], [-5.263, -1.242, 0.085], [-3.472, -0.736, 1.594], [-3.458, -2.455, 2.101], [-0.114, -1.082, -5.392], [-1.637, -1.651, -6.585], [-2.738, -0.676, -6.600], [-4.041, -1.063, -8.043], [-1.839, -2.719, -6.497], [-1.198, -1.662, -7.582], [-2.349, 0.326, -6.780], [-3.388, -0.769, -5.730], [-2.244, 0.765, -2.981], [-1.976, 2.079, -3.574], [-1.109, 2.830, -3.166], [-2.638, 2.418, -4.693], [-2.499, 3.641, -5.495], [-2.605, 0.887, -1.959], [-1.295, 0.236, -2.894], [-3.042, 0.212, -3.477], [-3.466, 1.882, -4.910], [-3.140, 4.434, -5.112], [-2.565, 3.547, -6.579], [-1.509, 4.052, -5.295], [4.505, 3.852, 1.630], [2.984, 3.637, 1.715], [2.313, 3.612, 0.679], [2.311, 3.428, 2.861], [2.788, 3.558, 4.229], [4.777, 4.731, 2.214], [4.908, 3.994, 0.628], [5.155, 3.088, 2.059], [1.340, 3.169, 2.756], [3.827, 3.261, 4.376], [2.168, 2.958, 4.895], [2.678, 4.610, 4.490], [-7.030, 1.042, -6.078], [-6.126, 0.619, -4.951], [-5.184, 1.258, -4.517], [-6.425, -0.588, -4.487], [-5.645, -1.345, -3.530], [-6.446, 1.017, -6.998], [-7.298, 2.075, -5.858], [-7.897, 0.388, -6.170], [-7.182, -1.099, -4.917], [-5.424, -0.730, -2.658], [-4.728, -1.618, -4.052], [-6.212, -2.206, -3.176], [3.362, 5.995, -5.663], [2.544, 4.834, -5.181], [2.125, 4.787, -4.042], [2.221, 3.901, -6.071], [1.302, 2.789, -5.845], [3.716, 5.787, -6.673], [4.167, 6.129, -4.939], [2.868, 6.955, -5.513], [2.778, 3.881, -6.914], [0.483, 2.891, -6.557], [0.940, 2.737, -4.818], [1.843, 1.868, -6.061], [-4.267, 3.352, -0.604], [-3.453, 4.355, -1.422], [-2.279, 4.558, -1.127], [-4.052, 5.142, -2.335], [-5.358, 4.971, -2.949], [-4.617, 2.527, -1.225], [-5.158, 3.747, -0.116], [-3.728, 2.908, 0.232], [-3.502, 5.845, -2.807], [-5.983, 5.864, -2.949], [-5.971, 4.180, -2.517], [-5.209, 4.725, -4.000], [-2.160, 4.043, 2.556], [-1.023, 4.976, 2.228], [-0.401, 4.913, 1.143], [-0.643, 5.781, 3.245], [0.468, 6.728, 3.104], [-1.969, 3.547, 3.508], [-2.239, 3.256, 1.806], [-3.109, 4.576, 2.501], [-1.218, 5.774, 4.076], [0.942, 6.645, 2.126], [1.280, 6.502, 3.795], [0.147, 7.770, 3.115], [4.734, 0.244, 1.092], [4.618, -1.109, 1.767], [5.314, -2.046, 1.396], [3.815, -1.331, 2.800], [3.202, -0.260, 3.577], [5.351, 0.882, 1.725], [3.749, 0.709, 1.067], [5.232, 0.203, 0.123], [3.743, -2.244, 3.228], [3.633, 0.688, 3.255], [3.463, -0.485, 4.611], [2.122, -0.218, 3.436], [1.443, -3.589, 5.957], [0.889, -4.999, 6.136], [0.181, -5.296, 7.085], [1.332, -5.981, 5.339], [0.992, -7.365, 5.384], [2.050, -3.328, 6.824], [0.562, -2.962, 5.821], [1.906, -3.334, 5.003], [1.945, -5.634, 4.615], [1.913, -7.883, 5.117], [0.199, -7.782, 4.763], [0.742, -7.699, 6.390]]}

2.
{"formula": "C35H66ClN3O6", "method": "ωB97M-V/def2-TZVPD", "mol_weight_g_mol": 660.4, "e_lumo_ev": [0.4, 0.2], "orbital_gap_ev": [8.75, 9.59], "multiplicity": 3, "symbols": ["C", "C", "C", "C", "C", "C", "C", "C", "C", "Cl", "O", "C", "O", "C", "C", "C", "C", "N", "C", "C", "C", "O", "O", "H", "H", "H", "H", "H", "H", "H", "H", "H", "H", "H", "H", "H", "H", "H", "H", "H", "H", "H", "H", "H", "H", "H", "H", "H", "H", "H", "H", "H", "H", "C", "C", "C", "C", "C", "C", "N", "O", "C", "C", "C", "H", "H", "H", "H", "H", "H", "H", "H", "H", "H", "H", "H", "H", "H", "H", "H", "H", "H", "C", "C", "C", "C", "C", "C", "N", "O", "C", "C", "C", "H", "H", "H", "H", "H", "H", "H", "H", "H", "H", "H", "H", "H", "H", "H", "H", "H", "H"], "coordinates": [[4.590, 7.287, 3.444], [3.365, 6.373, 3.329], [3.056, 5.964, 1.872], [3.434, 4.508, 1.517], [2.284, 3.642, 0.982], [1.107, 3.331, 1.927], [-0.220, 3.608, 1.188], [-0.487, 5.092, 0.945], [-1.866, 5.296, 0.326], [-2.420, 6.986, 0.518], [1.166, 4.189, 3.091], [0.460, 3.610, 4.094], [0.129, 4.226, 5.063], [0.190, 2.171, 3.759], [1.119, 1.877, 2.579], [2.571, 1.543, 2.987], [2.897, 0.513, 4.078], [2.516, 0.845, 5.458], [0.554, 0.874, 1.565], [0.747, -0.625, 1.810], [0.029, -1.139, 3.028], [-1.043, -0.738, 3.381], [0.628, -2.205, 3.660], [5.424, 6.891, 2.858], [4.352, 8.276, 3.044], [4.908, 7.398, 4.482], [3.508, 5.484, 3.949], [2.500, 6.900, 3.743], [1.998, 6.142, 1.681], [3.612, 6.637, 1.214], [4.194, 4.529, 0.728], [3.917, 4.043, 2.376], [2.705, 2.686, 0.654], [1.912, 4.123, 0.072], [-1.070, 3.190, 1.731], [-0.178, 3.092, 0.223], [0.257, 5.513, 0.260], [-0.417, 5.673, 1.867], [-1.857, 5.115, -0.749], [-2.615, 4.657, 0.796], [0.273, 1.541, 4.639], [-0.863, 2.092, 3.471], [3.095, 2.459, 3.262], [3.061, 1.170, 2.080], [3.988, 0.410, 4.070], [2.523, -0.475, 3.805], [1.679, 0.362, 5.758], [2.329, 1.835, 5.561], [1.030, 1.076, 0.597], [-0.518, 1.042, 1.438], [1.787, -0.949, 1.793], [0.260, -1.143, 0.972], [0.917, -1.934, 4.541], [0.574, -5.454, -2.906], [1.342, -4.730, -1.783], [2.127, -5.727, -0.925], [1.245, -6.579, -0.011], [0.329, -5.704, 0.845], [-0.498, -4.718, 0.019], [0.418, -3.960, -0.893], [0.985, -2.961, -0.315], [-1.603, -5.441, -0.763], [-1.176, -3.707, 0.927], [2.295, -3.739, -2.439], [0.270, -6.463, -2.637], [-0.313, -4.892, -3.200], [1.212, -5.540, -3.784], [2.840, -5.171, -0.308], [2.713, -6.363, -1.592], [0.656, -7.289, -0.599], [1.880, -7.181, 0.640], [-0.355, -6.320, 1.433], [0.939, -5.140, 1.557], [-2.076, -4.752, -1.461], [-2.365, -5.795, -0.068], [-1.263, -6.310, -1.320], [-0.463, -3.210, 1.575], [-1.909, -4.207, 1.560], [-1.696, -2.942, 0.351], [1.744, -2.990, -3.010], [2.948, -4.284, -3.121], [2.914, -3.225, -1.709], [-3.388, -2.219, -2.233], [-2.777, -0.821, -2.451], [-3.847, 0.267, -2.343], [-4.795, 0.309, -3.542], [-4.018, 0.405, -4.855], [-2.962, -0.691, -5.015], [-2.107, -0.712, -3.785], [-1.178, 0.176, -3.809], [-3.624, -2.052, -5.275], [-2.064, -0.389, -6.207], [-1.715, -0.618, -1.379], [-4.425, -2.299, -2.552], [-2.805, -2.977, -2.757], [-3.371, -2.469, -1.173], [-3.350, 1.238, -2.252], [-4.406, 0.109, -1.418], [-5.448, -0.568, -3.547], [-5.454, 1.174, -3.448], [-4.699, 0.354, -5.707], [-3.522, 1.379, -4.904], [-2.882, -2.851, -5.248], [-4.071, -2.041, -6.269], [-4.416, -2.297, -4.574], [-1.622, 0.601, -6.143], [-2.663, -0.442, -7.118], [-1.258, -1.120, -6.281], [-0.918, -1.360, -1.471], [-2.176, -0.730, -0.395], [-1.268, 0.373, -1.427]]}

3.
{"formula": "C4H3NO2", "method": "ωB97M-V/def2-TZVPD", "mol_weight_g_mol": 97.1, "e_lumo_ev": 0.4, "orbital_gap_ev": 9.26, "smiles": "O=C=C1N=CCO1", "symbols": ["O", "C", "C", "N", "C", "C", "O", "H", "H", "H"], "coordinates": [[2.870, 0.501, -0.171], [1.844, 0.065, 0.157], [0.753, -0.502, 0.731], [0.033, -1.442, -0.092], [-1.003, -0.780, -0.442], [-0.900, 0.643, 0.056], [-0.126, 0.461, 1.229], [-0.177, 1.116, -0.658], [-1.750, -1.173, -1.125], [-1.793, 1.241, 0.228]]}

4.
{"formula": "Cl2HN", "method": "ωB97M-V/def2-TZVPD", "mol_weight_g_mol": 85.9, "e_lumo_ev": [-1.3, -4.4], "orbital_gap_ev": [9.26, 5.70], "symbols": ["N", "Cl", "Cl", "H"], "coordinates": [[-0.737, 0.482, -0.325], [2.260, -0.037, 0.075], [-1.626, -0.784, 0.057], [0.103, 0.339, 0.193]]}